#a
18
Properties=species:S:1:pos:R:3 method="wB97M-V/def2-TZVPD" charge=0 multiplicity=1 homo_lumo_gap_ha=0.3471 smiles=NCCCN.O lumo_energy_ev=0.99
N 0.45497 0.98940 -2.42969
H -0.62610 -0.80539 -2.75761
H 0.28863 -0.16199 0.06407
H 0.02748 -2.23539 0.70450
H 0.99070 1.40611 -1.66804
C -0.32780 -0.64703 -0.56391
N -1.97255 -2.22385 0.17120
H -0.40497 1.51726 -2.41644
H -2.72371 -2.27710 -0.41968
C 0.31693 -0.40556 -2.13355
H -2.08466 -2.75565 1.08873
H -1.33075 -0.04526 -0.58586
C -0.60710 -2.13553 -0.20725
H 3.22608 4.73597 4.63603
O 2.44778 4.40645 5.09175
H -0.35375 -2.76787 -0.98729
H 1.09728 -1.14329 -2.29256
H 1.58153 4.54871 4.70561

---

#b
18
Properties=species:S:1:pos:R:3 method="wB97M-V/def2-TZVPD" charge=0 multiplicity=1 homo_lumo_gap_ha=0.3605 smiles=CCO.NCN lumo_energy_ev=1.07
O -2.55572 -3.00524 -1.82401
H 3.91085 4.10488 2.28989
H -3.18155 -3.31935 -4.34743
H -3.23769 -1.52758 -3.83946
H -4.57853 -2.43405 -1.71896
N 4.79705 2.38333 3.01744
H 2.16299 1.80605 2.66539
H -4.24282 -3.98237 -2.51081
H -2.41582 -3.62561 -1.10339
H 3.26522 3.62849 3.79467
H -4.69331 -2.32217 -4.23493
H 4.78572 1.84455 3.86667
N 2.43588 2.65605 2.19140
C 3.65827 3.22045 2.85840
C -3.70065 -2.51790 -3.83410
C -3.86648 -2.95500 -2.35347
H 5.73313 2.68305 2.79596
H 1.72345 3.36242 2.28673

---

#c
18
Properties=species:S:1:pos:R:3 method="wB97M-V/def2-TZVPD" charge=0 multiplicity=1 homo_lumo_gap_ha=0.3671 smiles=C[C@H](N)CN.O lumo_energy_ev=0.92
N 0.00384 -1.11184 0.13325
H -1.62253 0.62090 -1.12068
H -0.54358 2.03755 -1.15620
O 1.28991 -1.03553 3.64396
H -0.30709 -1.90870 -0.40272
H 1.44595 -1.73688 3.00250
C 0.31832 0.05878 -0.67452
H 1.01262 -0.35782 3.00876
H -0.42564 1.63606 1.35625
H 0.82359 0.56337 -2.71142
H -0.37805 -0.70657 -2.52049
H 1.23536 0.46863 -0.22720
H -2.04503 1.19743 1.12674
C -0.78118 1.11602 -0.62511
C 0.56736 -0.31664 -2.12928
H 1.30223 -1.11324 -2.23762
N -1.18704 1.51709 0.71516
H -0.70902 -0.92862 0.81864

---

Q: Which of them is the least stable? A: #a.

---

#a
18
Properties=species:S:1:pos:R:3 method="wB97M-V/def2-TZVPD" charge=0 multiplicity=1 homo_lumo_gap_ha=0.3661 smiles="C=C.NCO.N" lumo_energy_ev=0.77
H -1.35418 1.43253 0.13764
H -1.51780 -2.37473 -1.80326
N -0.46877 1.88451 -1.70130
H -1.35408 0.11154 -1.07476
H -0.52266 2.85048 -1.40525
H 0.82555 -2.17727 -0.66663
H 0.64506 0.77732 0.74918
H 1.75812 0.95125 2.40553
N 1.36827 1.88897 2.36168
C 0.06646 -2.91233 -0.46098
C -0.80274 0.95125 -0.66452
H 0.33229 -3.65494 0.27633
H 1.18612 2.11917 3.33131
H 0.47446 1.73864 -2.03478
O 0.34115 0.35499 -0.06283
H 2.12693 2.48444 2.05127
H -1.94417 -3.52298 -0.50502
C -1.16001 -2.90285 -0.93363

---

#b
18
Properties=species:S:1:pos:R:3 method="wB97M-V/def2-TZVPD" charge=0 multiplicity=1 homo_lumo_gap_ha=0.3558 smiles=C[C@H](N)CN.O lumo_energy_ev=0.73
H 0.83704 -0.21524 0.58973
C -1.02983 0.21910 0.06899
N -1.93780 -0.83400 2.18652
N 0.13097 0.46466 0.87486
H 4.44835 1.12131 -1.01546
C -0.73280 -0.07675 -1.42731
H 4.83352 1.83376 -2.30377
H -2.78486 -1.24824 0.16478
H -2.72576 -0.16441 2.34547
H 0.20971 -0.59142 -1.34343
H -2.08091 -1.74936 2.58528
O 4.45986 0.98183 -2.00861
H 0.58245 1.35983 0.66748
H -1.49364 -0.78382 -1.81775
H -1.69180 1.02488 -0.00129
H -0.46104 0.83297 -2.03594
H -1.07430 -1.76793 0.52497
C -1.84235 -0.96262 0.73819

---

#c
18
Properties=species:S:1:pos:R:3 method="wB97M-V/def2-TZVPD" charge=0 multiplicity=1 homo_lumo_gap_ha=0.3164 lumo_energy_ev=0.76
N -1.31903 -0.76217 -0.37433
C 0.42681 2.35696 0.70505
H -2.03135 -0.90600 -1.07602
C -0.31977 -1.85842 -0.33290
H 1.11325 1.19813 -1.23830
H 0.25407 -1.08500 1.59612
H 0.92089 3.24149 0.27191
H -0.84831 -2.77345 -0.06173
N 0.18985 1.44330 -0.89336
H -0.64929 2.48630 0.91570
H 0.13063 -1.93400 -1.31970
H -0.37599 0.53971 -0.60351
H 1.26107 -2.46717 1.02617
O 1.12374 1.64698 1.45506
H 1.45600 -0.84526 0.37448
C 0.72522 -1.56373 0.74116
H -0.23622 1.92932 -1.68421
H -1.82157 -0.64701 0.49841

---

#d
18
Properties=species:S:1:pos:R:3 method="wB97M-V/def2-TZVPD" charge=0 multiplicity=1 homo_lumo_gap_ha=0.3740 smiles="C=C.NCO.N" lumo_energy_ev=0.90
N -0.42589 2.48214 2.05870
H 2.76432 -2.22278 1.24895
C 3.00270 -0.69666 -0.09681
N -0.52503 -0.64782 -0.76984
H 3.06783 0.03903 0.70328
H -0.42103 -1.40482 -1.41904
C -1.50658 0.33994 -1.01084
C 2.83463 -1.97940 0.19440
H 0.45395 2.75544 1.63667
H 2.75318 -2.69009 -0.61178
H 3.12352 -0.33296 -1.11127
H -1.08808 3.20425 1.80017
H -2.85720 -0.71684 -0.10512
H -0.29431 2.57614 3.06701
H -0.43539 -0.91203 0.19761
H -1.33441 1.16490 -0.30800
O -2.86833 -0.08695 -0.83257
H -1.45927 0.68435 -2.03014

---

Q: Which of them is the least stable? A: #c.

---

#a
18
Properties=species:S:1:pos:R:3 method="wB97M-V/def2-TZVPD" charge=0 multiplicity=1 homo_lumo_gap_ha=0.3403 smiles=CNN.COC lumo_energy_ev=1.06
N 1.24079 -0.38183 -0.18875
H 0.37267 -0.15911 -0.66030
C 2.28151 0.61179 -0.34654
H 2.43412 1.21225 0.56162
O -1.37685 0.78068 -0.50602
H -0.64186 0.99979 1.62303
H -1.96627 -1.05884 -1.27396
H 1.53674 -0.79920 1.75833
C -1.28670 0.36833 1.01333
H -2.32474 0.56414 1.29472
C -2.28082 -0.00647 -1.22287
H 3.22571 0.11037 -0.58021
H -1.13918 -0.70791 1.10596
H -3.27885 0.00401 -0.75274
H 2.16615 -1.88496 0.71258
H 2.00439 1.26432 -1.17162
N 1.35440 -1.29311 0.87976
H -2.32123 0.37574 -2.24633

---

#b
18
Properties=species:S:1:pos:R:3 method="wB97M-V/def2-TZVPD" charge=0 multiplicity=1 homo_lumo_gap_ha=0.1156 lumo_energy_ev=-4.42
H -4.01756 0.22871 1.27984
C 0.88809 0.11162 0.14617
H 1.70318 0.41381 1.95821
H -0.10656 0.00757 0.63803
H 0.92013 1.12572 -0.28753
H 0.73674 -1.89008 -0.59444
H 1.98686 -0.92852 -1.35578
C 0.95092 -0.89449 -1.00909
C -3.69290 0.60415 0.28785
H 0.36360 -0.66124 -1.88388
H 4.74163 0.40854 -0.27459
O 3.80544 0.20032 -0.44523
H -3.83764 1.69178 0.28613
H -2.40510 -0.75976 -0.21350
N -2.34502 0.25103 -0.03748
H 2.90436 0.08477 0.71222
H -4.48448 0.14608 -0.33333
N 1.88831 -0.14000 1.12639

---

Q: Which of them is the least stable? A: #b.

---

#a
22
Properties=species:S:1:pos:R:3 method="wB97M-V/def2-TZVPD" charge=0 multiplicity=1 homo_lumo_gap_ha=0.3292 smiles=SS.O.O.O.O.O.O lumo_energy_ev=-0.30
O 0.56249 -0.05453 -1.79870
H -2.33194 -2.20844 0.25322
H 0.26660 -0.95661 -1.75531
S 2.96031 -0.84914 0.51741
O -2.67551 -1.70488 -0.53731
H -3.38709 1.61815 1.17305
H 2.04385 -1.73018 -0.09314
H -1.95498 1.18841 1.16554
H -2.52115 -0.79065 -0.43453
S 3.35562 0.01749 -1.47726
O 0.23234 0.65546 0.80521
H 0.30936 0.35841 -0.06735
H 4.65436 -0.13767 -1.46419
O -0.91251 -2.37492 -2.50071
H -0.35635 -3.15395 -2.30635
O -2.79063 1.00037 0.73711
H -1.52622 -2.24160 -1.81008
H 0.15776 3.19304 3.37537
H 1.17127 0.87295 1.06391
O 0.74402 3.66675 3.92297
H 1.67413 3.34638 3.84590
H 0.32426 0.28516 -2.61477

---

#b
22
Properties=species:S:1:pos:R:3 method="wB97M-V/def2-TZVPD" charge=0 multiplicity=1 homo_lumo_gap_ha=0.3534 smiles=SS.O.O.O.O.O.O lumo_energy_ev=0.13
H -3.31359 -2.04412 -1.45330
H 2.94305 -2.03236 -1.96262
H 0.74915 1.34359 1.97865
O -2.55322 1.39608 -2.07998
O -0.56251 -1.46199 0.51368
H -0.88787 -0.58783 0.27455
H 1.06789 2.79345 2.20538
H 1.33482 -1.80405 0.65158
H -1.59706 3.12326 0.14053
S 2.90236 -0.99494 -1.08663
H -2.78958 1.04969 1.05367
O -2.22219 3.84151 0.11052
O 0.32634 2.20649 1.93968
H -1.65516 1.65175 -2.30378
H -1.89354 -2.01315 -0.87183
S 2.70397 -1.95148 0.74220
O -2.01289 0.80269 1.52484
H -2.93117 3.41676 -0.37300
H -1.45639 1.54249 1.78027
H -0.65166 -1.32248 1.47650
H -2.47404 0.44781 -1.87294
O -2.50473 -1.49980 -1.39651

---

Q: Which of them is the least stable? A: #a.

---

#a
16
Properties=species:S:1:pos:R:3 method="wB97M-V/def2-TZVPD" charge=0 multiplicity=1 homo_lumo_gap_ha=0.3597 lumo_energy_ev=0.54
H -0.30738 -2.16395 -1.16299
H 0.80138 -1.80822 1.45747
H 0.11668 3.40250 0.86764
H -1.00811 3.80265 -0.65207
O 0.92067 0.35100 -0.90905
C 1.02238 -2.14845 0.51395
H -1.34883 -2.82486 0.54448
C -0.23165 0.38183 -0.39192
C -0.18757 2.72620 -0.10971
C -0.26540 -2.01853 -0.15594
N -0.79657 1.50746 -0.02029
H 1.88680 -1.82280 0.24254
H 1.68713 -2.94660 0.56933
O -0.86072 -0.65372 -0.13937
H -2.00382 1.43795 0.33136
H 0.57500 2.77755 -0.98543

---

#b
16
Properties=species:S:1:pos:R:3 method="wB97M-V/def2-TZVPD" charge=0 multiplicity=1 homo_lumo_gap_ha=0.3573 smiles="CCONC(C)=O" lumo_energy_ev=0.76
N -0.39703 0.05654 0.73687
H -2.00646 2.27261 -1.18604
C -1.43989 0.53740 -0.05567
H 2.50398 -1.66156 -0.81097
O -2.33473 -0.17265 -0.47247
H 1.85008 -0.01589 -0.76048
H -0.06844 -1.66061 -0.78326
H -0.34241 2.34320 -0.60763
O -0.54686 -1.20487 1.38720
C 0.58559 -1.57099 0.07924
H -1.68393 2.60478 0.50946
H 2.49023 -0.77306 0.71714
H 0.09564 0.74268 1.30162
H 0.71673 -2.56363 0.49929
C -1.35288 2.01705 -0.35050
C 1.93038 -0.95101 -0.20380

---

Q: Which of them is the least stable? A: #a.